(1)
This record from the Open Molecules 2025 dataset describes C4H6OTl as an isolated structure. The level of theory is ωB97M-V/def2-TZVPD.

Calculated values
Net charge: +2
Maximum force in eV/A: 7.779
Frontier orbital gap (alpha / beta) in eV: 8.7 / 4.5
LUMO energy (alpha / beta) in eV: -9.60 / -13.81
Multiplicity: 2
HOMO energy (alpha / beta) in eV: -18.3 / -18.3
Relative energy (zero: lowest compared OMol25 entry of this formula, charge and spin) in kcal per mole: 0.0

```
12
Properties=species:S:1:pos:R:3:forces:R:3:mulliken_spin:R:1
Tl 4.379 -2.441 -1.331 5.679 -5.148 -1.327 0.002
O 2.912 -1.166 -1.045 -5.116 5.574 1.117 0.012
C 1.394 0.586 -0.489 0.863 0.693 0.087 -0.008
C 2.689 -0.135 -0.423 -0.062 -1.330 1.744 0.021
C 0.905 1.121 0.826 -0.363 1.701 -4.229 0.365
C 1.346 0.729 2.028 0.270 -1.678 3.660 0.444
H 0.248 1.991 0.755 -0.387 -0.415 0.064 0.020
H 1.730 1.442 -1.139 -0.989 -0.128 0.123 0.035
H 0.992 1.230 2.931 0.406 0.144 -0.071 0.027
H 1.884 -0.211 2.176 0.005 0.267 0.022 0.031
H 0.641 -0.026 -1.006 -0.255 0.386 -0.147 0.053
H 3.397 0.214 0.388 -0.052 -0.067 -1.043 -0.002
```
Forces are in eV/Å.

(2)
This record from the Open Molecules 2025 dataset describes a 2-piece molecular cluster, C4H6S overall. The level of theory is ωB97M-V/def2-TZVPD.

Calculated values
Maximum force in eV/A: 6.081
Frontier orbital gap (alpha / beta) in eV: 7.6 / 7.1
LUMO energy (alpha / beta) in eV: -1.37 / -1.60
HOMO energy (alpha / beta) in eV: -9.0 / -8.7
Relative energy (zero: lowest compared OMol25 entry of this formula, charge and spin) in kcal per mole: 138.9

```
11
Properties=species:S:1:pos:R:3:forces:R:3:nbo_charge:R:1
S 0.136 2.076 0.104 -0.298 -0.115 0.275 0.180
C 0.078 0.459 0.688 3.427 -0.630 -3.086 -0.080
C -1.159 -0.637 -1.450 4.503 1.413 3.240 -0.248
C 1.329 -0.427 1.079 -1.305 2.279 0.293 -0.664
C -2.242 -0.932 -1.820 -5.320 -0.853 -2.819 -0.500
H 2.146 -0.375 0.357 -0.110 0.623 0.218 0.240
H 1.080 2.059 -0.846 0.377 -0.370 0.276 0.146
H 1.611 -0.042 2.124 -0.118 -0.593 -1.493 0.241
H -0.860 0.321 1.064 -2.225 -0.800 1.529 0.207
H 1.079 -1.454 1.111 -0.661 -0.960 0.329 0.248
H -3.198 -1.047 -2.410 1.731 0.006 1.239 0.230
```
Forces are in eV/Å.

(3)
This record from the Open Molecules 2025 dataset describes the molecule C4H6S2. The level of theory is ωB97M-V/def2-TZVPD.

Calculated values
Maximum force in eV/A: 4.663
Frontier orbital gap in eV: 7.9
LUMO energy in eV: -0.33
HOMO energy in eV: -8.2
Relative energy (zero: lowest compared OMol25 entry of this formula, charge and spin) in kcal per mole: 99.4

```
12
Properties=species:S:1:pos:R:3:forces:R:3:nbo_charge:R:1
S -2.054 0.252 -0.541 -2.695 -2.257 -2.365 0.002
S 1.746 1.596 2.236 -3.396 -0.624 -2.766 -0.187
C -0.613 -0.753 -0.422 3.892 -0.722 1.532 -0.415
C 0.232 -0.295 0.909 1.196 -1.571 -4.057 -0.275
C 0.435 1.088 1.082 1.578 2.274 2.384 -0.213
C 0.825 -0.163 -0.856 -4.099 1.482 1.657 -0.302
H 0.840 -0.978 1.547 -0.759 0.387 -0.802 0.266
H -0.706 -1.931 -0.506 0.116 2.800 0.166 0.272
H -2.909 -0.731 -1.428 1.933 2.262 1.855 0.169
H 1.569 -0.769 -1.269 1.073 -1.318 0.194 0.223
H -0.316 1.757 0.472 1.896 -0.768 1.413 0.219
H 0.950 0.927 -1.223 -0.736 -1.944 0.790 0.240
```
Forces are in eV/Å.

(4)
This record from the Open Molecules 2025 dataset describes the molecule C4H6S3. The level of theory is ωB97M-V/def2-TZVPD.

Calculated values
Maximum force in eV/A: 4.098
Frontier orbital gap in eV: 8.9
LUMO energy in eV: 0.71
HOMO energy in eV: -8.2
Relative energy (zero: lowest compared OMol25 entry of this formula, charge and spin) in kcal per mole: 20.5

```
13
Properties=species:S:1:pos:R:3:forces:R:3:nbo_charge:R:1
S 0.329 -1.891 -1.132 -1.216 1.377 -2.762 -0.029
S -1.683 0.327 1.627 1.014 -0.323 0.039 -0.003
S 1.267 1.146 1.399 -0.580 -0.659 1.763 0.300
C -0.023 -0.107 0.927 0.131 -0.860 1.489 -0.450
C 0.960 0.696 -1.110 -0.064 0.814 -0.667 -0.239
C -0.123 -0.130 -0.565 0.368 -1.295 -0.712 -0.356
C 1.713 1.322 -0.205 1.787 1.603 -3.322 -0.405
H 0.535 -2.355 0.018 0.381 -1.004 2.306 0.095
H 2.575 2.011 -0.533 -1.460 -1.180 0.866 0.255
H -1.073 1.037 2.570 -0.406 0.238 0.450 0.129
H -1.104 0.226 -0.923 0.295 -0.693 -0.013 0.246
H 0.392 -1.119 1.265 -0.994 1.724 0.193 0.229
H 0.946 0.768 -2.199 0.744 0.257 0.371 0.228
```
Forces are in eV/Å.

(5)
This record from the Open Molecules 2025 dataset describes the molecule C4H6S4. The level of theory is ωB97M-V/def2-TZVPD.

Calculated values
Maximum force in eV/A: 3.378
Frontier orbital gap in eV: 7.4
LUMO energy in eV: -1.56
HOMO energy in eV: -8.9
Relative energy (zero: lowest compared OMol25 entry of this formula, charge and spin) in kcal per mole: 33.7

```
14
Properties=species:S:1:pos:R:3:forces:R:3:nbo_charge:R:1
S -0.233 0.129 1.691 0.811 1.030 -0.101 0.267
S 1.029 2.926 -0.873 1.222 0.157 0.080 0.132
S -0.617 -0.397 -2.126 0.638 0.778 0.533 0.052
S 2.623 0.325 -1.486 0.677 3.251 0.620 0.122
C -0.508 -1.564 1.355 -1.850 -0.817 -0.613 -0.786
C -0.920 0.888 0.200 -0.657 1.844 1.887 -0.630
C -0.085 0.655 -0.966 -1.296 -2.277 -0.802 -0.150
C 1.201 1.319 -0.950 0.884 -0.831 -1.677 -0.334
H -1.908 0.532 0.145 -1.171 -0.801 -0.701 0.242
H -1.619 -1.761 1.330 1.197 -0.038 -0.300 0.222
H 2.215 -0.893 -1.542 -1.309 -1.327 0.171 0.136
H -1.077 1.968 0.445 0.625 -0.757 -0.208 0.270
H -0.137 -2.041 2.209 0.394 -0.808 1.667 0.235
H 0.036 -2.086 0.568 -0.164 0.595 -0.557 0.223
```
Forces are in eV/Å.

(6)
This record from the Open Molecules 2025 dataset describes C4H7AgO as an isolated structure. The level of theory is ωB97M-V/def2-TZVPD.

Calculated values
Net charge: +1
Maximum force in eV/A: 5.877
Frontier orbital gap (alpha / beta) in eV: 7.0 / 6.9
LUMO energy (alpha / beta) in eV: -6.47 / -6.57
Multiplicity: 2
HOMO energy (alpha / beta) in eV: -13.4 / -13.4
Relative energy (zero: lowest compared OMol25 entry of this formula, charge and spin) in kcal per mole: 81.2

```
13
Properties=species:S:1:pos:R:3:forces:R:3:nbo_charge:R:1
Ag -3.514 2.154 -0.050 0.535 -0.827 -0.418 0.950
O 2.612 0.360 0.290 -0.369 0.265 0.056 -0.710
C -2.105 -0.092 -1.075 -2.109 -2.835 2.029 -0.300
C -1.225 -0.345 -0.135 4.423 3.406 1.837 -0.228
C 1.446 -0.417 0.120 0.005 -0.721 -0.224 -0.074
C 0.246 0.507 0.136 -1.971 -1.064 -0.572 -0.415
H 1.479 -0.967 -0.839 -0.050 0.167 0.250 0.173
H 0.329 1.288 -0.630 -0.059 -0.298 0.126 0.226
H -1.476 -0.971 0.737 0.004 0.080 -0.300 0.246
H -2.668 -1.128 -0.812 -0.396 1.913 -2.379 0.252
H 3.385 -0.203 0.208 0.090 -0.073 0.003 0.486
H 1.347 -1.165 0.926 0.010 0.161 -0.171 0.167
H 0.144 0.979 1.124 -0.114 -0.175 -0.235 0.227
```
Forces are in eV/Å.

(7)
This record from the Open Molecules 2025 dataset describes C4H7AlN as an isolated structure. The level of theory is ωB97M-V/def2-TZVPD.

Calculated values
Net charge: +2
Maximum force in eV/A: 2.955
Frontier orbital gap (alpha / beta) in eV: 11.2 / 4.4
LUMO energy (alpha / beta) in eV: -7.80 / -14.64
Multiplicity: 2
HOMO energy (alpha / beta) in eV: -19.0 / -19.0
Relative energy (zero: lowest compared OMol25 entry of this formula, charge and spin) in kcal per mole: 0.0

```
13
Properties=species:S:1:pos:R:3:forces:R:3:nbo_charge:R:1
Al 1.384 5.274 0.766 0.031 0.060 0.019 0.995
N 0.722 2.373 0.764 -0.712 -2.803 0.606 -0.304
C -0.767 -0.808 -0.109 1.298 -0.141 0.306 -0.302
C 0.415 1.251 0.945 0.169 1.837 -1.060 0.375
C -0.019 -0.156 1.068 -0.675 1.401 0.572 -0.494
C 0.044 -1.218 -1.360 -0.835 0.156 -0.224 -0.529
H -0.525 -0.251 2.029 -0.115 -0.121 0.189 0.333
H -0.618 -1.458 -2.192 0.122 -0.606 -0.477 0.316
H -1.522 -0.098 -0.447 0.062 1.026 -0.669 0.343
H 0.877 -0.766 1.184 0.494 -0.616 -0.014 0.363
H 0.688 -2.061 -1.108 -0.341 -0.438 0.057 0.294
H 0.572 -0.360 -1.777 -0.046 0.747 0.228 0.294
H -1.252 -1.721 0.236 0.548 -0.502 0.465 0.316
```
Forces are in eV/Å.

(8)
This record from the Open Molecules 2025 dataset describes C4H7AlN as an isolated structure. The level of theory is ωB97M-V/def2-TZVPD.

Calculated values
Net charge: +3
Maximum force in eV/A: 6.242
Frontier orbital gap in eV: 1.8
LUMO energy in eV: -20.03
HOMO energy in eV: -21.8
Relative energy (zero: lowest compared OMol25 entry of this formula, charge and spin) in kcal per mole: 11.1

```
13
Properties=species:S:1:pos:R:3:forces:R:3:nbo_charge:R:1
Al -4.179 -1.573 6.883 -0.171 -0.073 0.299 1.142
N -1.606 -0.208 2.156 -1.413 -0.672 3.720 0.079
C 1.464 0.030 -1.707 -2.465 -2.722 2.140 -0.576
C -1.213 -0.046 1.094 2.689 1.360 -5.466 0.412
C -0.692 0.092 -0.282 -0.367 2.052 1.984 -0.496
C 0.819 0.456 -0.405 0.118 -3.472 -3.401 -0.320
H 0.952 1.499 -0.120 -0.281 1.569 1.503 0.463
H 2.309 -0.649 -1.594 1.105 0.407 0.068 0.345
H -1.184 0.901 -0.822 -1.304 -0.356 -0.402 0.363
H 0.827 -0.449 -2.451 -0.590 0.223 -0.166 0.305
H -0.825 -0.889 -0.737 -0.002 -0.661 -0.867 0.410
H 1.829 0.855 -2.319 1.095 1.998 -0.586 0.467
H 1.499 -0.018 0.303 1.586 0.347 1.175 0.405
```
Forces are in eV/Å.

(9)
This record from the Open Molecules 2025 dataset describes C4H7AlO3 as an isolated structure. The level of theory is ωB97M-V/def2-TZVPD.

Calculated values
Net charge: +2
Maximum force in eV/A: 2.160
Frontier orbital gap in eV: 4.5
LUMO energy in eV: -14.80
HOMO energy in eV: -19.3
Relative energy (zero: lowest compared OMol25 entry of this formula, charge and spin) in kcal per mole: 115.0

```
15
Properties=species:S:1:pos:R:3:forces:R:3:nbo_charge:R:1
Al 16.447 14.133 27.390 -0.221 0.232 -0.144 1.067
O 15.973 11.381 27.132 0.259 1.500 -0.057 -0.372
O 15.056 9.482 26.489 -0.240 0.603 -0.018 -0.365
O 14.206 13.153 25.929 0.852 -0.670 0.590 -0.321
C 16.933 9.207 27.849 0.592 0.936 -0.393 -0.417
C 16.678 7.891 27.115 -0.096 0.149 -0.357 -0.441
C 15.960 10.169 27.094 -1.352 -1.575 -0.598 0.830
C 15.238 8.050 26.653 -0.249 -1.549 0.493 -0.089
H 17.948 9.592 27.760 0.048 -0.086 0.298 0.280
H 16.890 7.082 27.819 -0.319 -0.124 -0.067 0.296
H 17.304 7.727 26.239 0.340 0.333 0.195 0.260
H 16.561 9.317 28.874 0.149 -0.372 0.074 0.285
H 13.488 13.016 25.260 0.088 -0.159 0.068 0.496
H 14.555 7.638 27.400 -0.243 0.677 0.059 0.234
H 14.946 7.594 25.711 0.395 0.105 -0.143 0.255
```
Forces are in eV/Å.

(10)
This record from the Open Molecules 2025 dataset describes a 2-piece molecular cluster, C4H7BN2O overall. The level of theory is ωB97M-V/def2-TZVPD.

Calculated values
Maximum force in eV/A: 3.958
Frontier orbital gap in eV: 8.8
LUMO energy in eV: 0.23
HOMO energy in eV: -8.5
Relative energy (zero: lowest compared OMol25 entry of this formula, charge and spin) in kcal per mole: 90.6

```
15
Properties=species:S:1:pos:R:3:forces:R:3:nbo_charge:R:1
O 1.387 1.967 0.654 -0.015 -2.997 -0.492 -1.098
N -2.443 0.806 0.018 -2.839 0.591 -0.033 -0.333
N -2.740 -0.495 -0.257 -0.518 0.262 0.930 -0.254
C -1.148 1.048 -0.035 -2.211 -0.396 -0.011 0.132
C -0.542 -0.118 -0.327 2.326 -2.031 0.574 -0.707
C -1.580 -1.080 -0.365 -0.879 2.948 -0.458 0.022
C 2.175 -1.085 -0.145 1.770 2.098 2.851 -1.128
B 0.902 -0.295 -0.057 0.085 3.208 0.512 1.216
H -3.273 1.429 0.255 2.002 -1.032 -0.598 0.429
H 2.126 1.653 1.209 -0.375 0.427 -0.291 0.426
H 3.089 -0.540 0.368 -1.912 -0.996 -1.155 0.284
H -1.628 -2.058 -0.588 0.490 -3.336 -0.642 0.207
H 2.339 -1.148 -1.166 0.703 -0.337 -2.184 0.273
H -0.771 1.962 0.148 1.523 2.827 0.651 0.264
H 2.107 -2.047 0.287 -0.150 -1.236 0.347 0.267
```
Forces are in eV/Å.

Number 1: DFT total energy -402.9109 Ha. Number 2: DFT total energy -553.9508 Ha. Number 3: DFT total energy -952.2110 Ha. Number 4: DFT total energy -1350.5144 Ha. Number 5: DFT total energy -1748.6940 Ha. Number 6: DFT total energy -378.3371 Ha. Number 7: DFT total energy -452.9936 Ha. Number 8: DFT total energy -452.2541 Ha. Number 9: DFT total energy -623.8550 Ha. Number 10: DFT total energy -366.1037 Ha.